Computed, not measured: a single C5H10O molecule at a distorted geometry, with ωB97M-V/def2-TZVPD.

XYZ file:
```
16
C5H10O, DFT ωB97M-V/def2-TZVPD
C 1.95 0.07 -0.40
C 0.65 0.14 0.36
C -0.51 0.96 -0.22
C -1.43 -0.19 0.44
O -2.56 -0.47 -0.34
C -0.24 -1.12 0.40
H 2.42 1.06 -0.45
H 1.78 -0.29 -1.42
H 2.63 -0.62 0.11
H 0.79 0.49 1.38
H -0.47 0.98 -1.33
H -0.61 2.02 0.09
H -1.74 0.09 1.46
H -2.34 0.38 -0.73
H -0.10 -1.83 1.22
H -0.23 -1.66 -0.56
```

HOMO = -9.9 eV
LUMO = 1.096 eV
2S+1 = 1
frontier orbital gap = 10.991 eV
SMILES = C[C@H]1C[C@@H](O)C1
charge = 0
relative energy (zero: lowest compared OMol25 entry of this formula, charge and spin) = 1.6954 eV